Density functional theory data (wB97M-V/def2-TZVPD) for C18H28BN6O3OsS2 as an isolated structure at a distorted geometry.

Cartesian coordinates (Å):
Os  0.008  1.043  -1.455
S  -0.057  1.809  -3.988
S  -0.171  0.181  -5.194
O  -0.041  3.015  -4.729
O  1.135  1.560  -3.121
O  -1.197  1.644  -3.037
N  1.288  2.365  0.673
N  1.507  1.374  -0.222
N  0.026  -0.253  1.185
N  0.042  0.788  2.043
N  -1.468  1.350  -0.206
N  -1.260  2.327  0.705
C  3.443  2.366  0.176
C  -3.393  0.257  -1.387
C  -1.270  -3.489  1.881
C  0.027  0.337  3.307
C  4.448  -0.516  -0.378
C  2.818  1.325  -0.513
C  2.447  2.979  0.920
C  -2.418  2.945  0.942
C  1.228  -3.524  1.862
C  -2.770  1.323  -0.535
C  -0.016  -2.766  1.379
C  0.000  -1.371  1.903
C  2.470  -0.791  -1.877
C  -3.403  2.352  0.166
C  -4.498  -0.427  -0.568
C  0.007  -1.035  3.270
C  -2.426  -0.826  -1.880
C  3.463  0.223  -1.298
B  0.027  2.244  1.564
H  -5.043  -1.129  -1.193
H  4.989  -1.263  -0.950
H  -2.494  3.746  1.652
H  0.026  3.015  2.451
H  1.964  -0.390  -2.754
H  0.032  1.007  4.145
H  -4.431  2.645  0.112
H  -5.206  0.290  -0.164
H  2.137  -2.974  1.633
H  -1.342  -4.479  1.441
H  -3.014  -1.647  -2.286
H  -1.822  -1.219  -1.058
H  4.478  2.636  0.143
H  -3.843  0.744  -2.258
H  -2.165  -2.929  1.630
H  -1.788  -0.481  -2.697
H  -0.021  -2.728  0.285
H  3.005  -1.679  -2.208
H  2.510  3.798  1.608
H  1.276  -4.498  1.381
H  1.746  -1.102  -1.114
H  -4.044  -0.975  0.255
H  -1.235  -3.610  2.961
H  1.184  -3.681  2.938
H  -0.009  -1.718  4.090
H  4.032  0.676  -2.115
H  3.906  -1.017  0.421
H  5.177  0.156  0.064

Output
energy above the lowest of the compared OMol25 structures with the same formula, charge and spin	24.6	kcal per mole
HOMO-LUMO gap (alpha / beta)	8.684 / 4.799	eV
net charge	+1
E_tot	-2168.5822	hartree
HOMO level (alpha / beta)	-11.508 / -11.516	eV
2S+1	5